No. 1
Formula: C4H12
Source: OMol25
Level of theory: ωB97M-V with the def2-TZVPD basis set

Properties
HOMO energy (alpha / beta): -0.618 / -0.568 Ha
⟨S²⟩: 0.75
Multiplicity: 2
ΔE to the lowest compared entry with this formula, charge and spin: 0.893 eV
Charge: +1
HOMO-LUMO gap (alpha / beta): 13.93 / 3.88 eV

Last column: Mulliken charge in e.
Cartesian coordinates (Å):
C  -0.267  -1.132  -1.212  -0.46
C  -1.315  -1.838  -2.063  -0.87
H  0.251  -1.977  -0.515  0.32
H  0.467  -0.581  -1.801  0.36
H  -0.736  -0.423  -0.523  0.06
H  -0.790  -2.735  -2.435  0.30
H  -2.211  -2.209  -1.586  0.36
H  -1.557  -1.149  -2.818  0.33
C  0.026  1.450  1.423  -0.53
C  1.544  1.538  1.839  -0.70
H  -0.543  2.174  2.010  0.37
H  0.015  1.591  0.324  0.25
H  -0.227  0.393  1.686  0.25
H  2.102  0.747  1.327  0.32
H  1.604  1.284  2.909  0.32
H  1.812  2.550  1.581  0.31

=====

No. 2
Formula: C4H12
Source: OMol25
Level of theory: ωB97M-V with the def2-TZVPD basis set

Properties
HOMO energy (alpha / beta): -0.568 / -0.554 Ha
⟨S²⟩: 0.75
Multiplicity: 2
ΔE to the lowest compared entry with this formula, charge and spin: 0.714 eV
Charge: +1
HOMO-LUMO gap (alpha / beta): 12.01 / 3.75 eV

Last column: Mulliken charge in e.
Cartesian coordinates (Å):
C  1.528  -0.185  -1.762  -0.88
C  1.911  -0.326  -0.292  -0.44
H  0.952  0.732  -1.891  0.27
H  2.340  -0.228  -2.509  0.33
H  0.955  -1.089  -2.034  0.27
H  2.704  0.381  -0.033  0.34
H  2.021  -1.382  -0.088  0.30
H  1.030  0.127  0.216  -0.11
C  -1.796  0.979  1.017  -0.55
C  -1.723  -0.501  0.912  -0.56
H  -0.980  1.494  0.499  0.32
H  -2.755  1.496  1.079  0.35
H  -1.419  1.158  2.078  0.36
H  -2.636  -1.030  1.138  0.32
H  -0.905  -0.748  1.676  0.38
H  -1.224  -0.879  -0.006  0.29

=====

No. 3
Formula: C4H12
Source: OMol25
Level of theory: ωB97M-V with the def2-TZVPD basis set

Properties
HOMO energy (alpha / beta): -0.546 / -0.546 Ha
⟨S²⟩: 0.75
Multiplicity: 2
ΔE to the lowest compared entry with this formula, charge and spin: 0.731 eV
Charge: +1
HOMO-LUMO gap (alpha / beta): 11.26 / 3.28 eV

Last column: Mulliken charge in e.
Cartesian coordinates (Å):
C  -1.035  0.874  1.547  -0.57
C  -0.369  2.170  1.052  -0.94
H  -1.958  1.038  2.106  0.33
H  -1.082  0.180  0.735  0.05
H  -0.282  0.542  2.251  0.24
H  -0.015  2.777  1.876  0.31
H  -1.061  2.740  0.473  0.31
H  0.373  1.993  0.336  0.29
C  1.065  -1.173  -0.755  -0.57
C  0.352  -1.895  -1.777  -0.55
H  0.813  -0.135  -0.751  0.21
H  0.907  -1.635  0.209  0.39
H  2.170  -1.259  -0.992  0.37
H  0.555  -1.485  -2.813  0.38
H  -0.793  -1.732  -1.881  0.39
H  0.360  -3.000  -1.615  0.37

=====

No. 4
Formula: C4H12AlO20S4
Source: OMol25
Level of theory: ωB97M-V with the def2-TZVPD basis set

Properties
HOMO energy (alpha / beta): 0.144 / 0.145 Ha
⟨S²⟩: 1.78
Multiplicity: 2
Charge: -4
HOMO-LUMO gap (alpha / beta): 4.06 / 4.27 eV

Last column: Mulliken charge in e.
Cartesian coordinates (Å):
Al  0.698  0.797  1.070  0.41
S  3.515  -1.593  -0.652  1.23
O  3.343  -0.875  -1.934  -0.31
O  2.458  -1.216  0.193  -0.44
O  3.463  -3.048  -0.757  -0.73
O  4.793  -1.197  -0.100  -0.71
S  -2.926  -0.731  1.257  0.99
O  -2.085  0.369  1.754  -0.73
O  -3.120  -0.683  -0.175  -0.71
O  -2.168  -1.965  1.304  -0.83
O  -4.187  -0.969  1.924  -0.79
S  1.633  2.938  -2.390  1.32
O  0.343  3.486  -2.576  -0.88
O  2.047  2.314  -3.610  -0.53
O  2.511  4.004  -2.027  -0.73
O  1.602  1.843  -1.428  -0.29
S  -0.091  -1.320  -2.167  1.11
O  0.636  -2.538  -2.055  -0.61
O  -0.496  -1.078  -0.775  -0.27
O  0.731  -0.284  -2.829  -0.51
O  -1.427  -1.579  -2.740  -0.59
C  -2.498  2.553  -0.447  -0.26
C  -3.364  2.363  -1.745  -0.72
O  -3.272  1.092  -2.461  -0.45
O  -1.094  2.268  -0.699  -0.02
H  -2.845  1.915  0.366  0.17
H  -2.631  3.578  -0.102  0.29
H  -3.128  3.166  -2.444  0.33
H  -4.402  2.651  -1.579  0.36
H  -3.571  0.410  -1.855  0.39
H  -0.731  2.857  -1.365  0.22
C  0.896  -2.232  3.396  -0.65
C  2.417  -1.990  3.245  -0.51
O  2.690  -0.560  2.901  -0.32
O  0.139  -1.889  2.182  -0.07
H  0.616  -1.597  4.237  0.28
H  0.791  -3.274  3.698  0.35
H  2.732  -2.709  2.490  0.25
H  3.084  -2.430  3.986  0.46
H  3.640  -0.586  2.765  0.24
H  -0.745  -2.263  2.147  0.25

=====

No. 5
Formula: C4H12B2Ca2F10O2
Source: OMol25
Level of theory: ωB97M-V with the def2-TZVPD basis set

Properties
HOMO energy: -0.374 Ha
ΔE to the lowest compared entry with this formula, charge and spin: 0.000 eV
HOMO-LUMO gap: 8.11 eV

Last column: Mulliken charge in e.
Cartesian coordinates (Å):
Ca  22.460  8.178  -15.817  1.61
Ca  25.232  10.423  -16.645  1.77
B  25.364  10.971  -19.573  0.65
F  26.573  10.403  -19.921  -0.38
F  24.651  11.341  -20.670  -0.29
F  24.552  10.026  -18.826  -0.42
F  25.586  12.034  -18.640  -0.44
B  26.205  9.466  -13.262  0.44
F  25.981  9.585  -14.716  -0.30
F  27.566  9.346  -13.045  -0.34
F  25.669  10.611  -12.690  -0.38
F  25.490  8.311  -12.873  -0.38
F  24.561  8.178  -16.588  -0.81
F  23.039  10.388  -15.761  -0.85
C  26.803  6.875  -20.277  -1.04
C  25.408  6.694  -19.730  -0.20
O  25.419  6.323  -18.361  -0.51
H  27.332  7.645  -19.721  0.22
H  26.727  7.179  -21.324  0.36
H  27.346  5.929  -20.263  0.33
H  24.831  5.957  -20.295  0.34
H  24.851  7.636  -19.833  0.13
H  25.238  7.101  -17.825  0.30
C  24.378  4.678  -14.846  -1.09
C  23.558  5.044  -16.062  0.38
O  22.334  5.817  -15.689  -0.60
H  24.475  5.535  -14.174  0.28
H  25.397  4.423  -15.138  0.33
H  23.976  3.822  -14.303  0.39
H  23.224  4.155  -16.598  0.33
H  24.123  5.652  -16.762  -0.11
H  21.692  5.202  -15.323  0.27

=====

No. 6
Formula: C4H12B2F8LiO2
Source: OMol25
Level of theory: ωB97M-V with the def2-TZVPD basis set

Properties
HOMO energy (alpha / beta): -0.415 / -0.414 Ha
⟨S²⟩: 0.75
Multiplicity: 2
HOMO-LUMO gap (alpha / beta): 11.21 / 3.16 eV

Last column: Mulliken charge in e.
Cartesian coordinates (Å):
Li  0.087  -0.258  -0.285  0.86
B  -2.812  0.972  -1.050  0.38
F  -3.467  0.917  0.135  -0.07
F  -1.771  0.131  -1.229  -0.06
F  -3.781  0.634  -1.939  -0.08
F  -2.388  2.309  -1.155  -0.30
B  -0.739  -2.553  0.188  0.47
F  -0.645  -2.231  -1.107  -0.29
F  -1.969  -2.160  0.672  -0.33
F  -0.536  -3.936  0.282  -0.35
F  0.176  -1.855  0.820  -0.34
C  -1.385  1.623  2.450  -0.89
C  0.071  1.694  2.114  -0.34
O  0.212  1.526  0.704  -0.47
H  -1.585  1.673  3.520  0.40
H  -1.797  0.633  2.256  0.16
H  -1.909  2.443  1.958  0.28
H  0.710  0.956  2.599  0.32
H  0.470  2.662  2.416  0.30
H  -0.089  2.334  0.282  0.22
C  2.981  -1.218  -0.679  -1.16
C  2.565  -0.791  -2.099  -0.17
O  1.227  -0.292  -2.008  -0.36
H  2.471  -2.074  -0.237  0.23
H  2.983  -0.323  -0.057  0.27
H  4.047  -1.443  -0.640  0.41
H  2.530  -1.688  -2.717  0.26
H  3.254  -0.046  -2.496  0.40
H  1.088  0.361  -2.697  0.23

=====

No. 7
Formula: C4H12BClNO4
Source: OMol25
Level of theory: ωB97M-V with the def2-TZVPD basis set

Properties
HOMO energy: -0.127 Ha
ΔE to the lowest compared entry with this formula, charge and spin: 0.835 eV
Charge: -1
HOMO-LUMO gap: 6.09 eV

Last column: Mulliken charge in e.
Cartesian coordinates (Å):
C  -1.911  0.244  0.754  -0.39
O  -1.665  1.526  0.158  -0.34
C  -0.679  1.452  -0.815  -0.59
C  0.762  1.559  -0.319  -0.45
O  1.104  0.690  0.753  -0.40
C  1.891  -0.423  0.393  0.10
O  2.626  -0.809  1.547  -0.58
B  0.995  -1.662  -0.088  0.25
N  0.841  -1.911  -1.505  -0.56
O  0.376  -2.474  0.841  -0.56
H  -2.954  0.074  1.051  0.28
H  -1.519  -0.530  0.083  0.01
H  -1.290  0.195  1.650  0.23
H  -0.826  2.322  -1.462  0.39
H  -0.805  0.583  -1.471  0.30
H  0.930  2.572  0.037  0.38
H  1.422  1.419  -1.180  0.34
H  2.643  -0.155  -0.360  0.24
H  2.109  -0.491  2.301  0.31
H  0.943  -1.031  -1.998  0.32
H  -0.086  -2.276  -1.700  0.26
H  -0.566  -2.530  0.620  0.32
Cl  -4.338  1.656  0.710  -0.86

=====

No. 8
Formula: C4H12Br2N2P
Source: OMol25
Level of theory: ωB97M-V with the def2-TZVPD basis set

Properties
HOMO energy: -0.498 Ha
ΔE to the lowest compared entry with this formula, charge and spin: 0.256 eV
Charge: +1
HOMO-LUMO gap: 9.22 eV

Last column: Mulliken charge in e.
Cartesian coordinates (Å):
C  2.364  0.625  -1.164  -1.18
C  1.974  -0.034  0.999  -1.11
C  -1.896  -0.655  1.103  -0.25
C  -1.230  1.394  0.166  -0.80
N  1.432  0.056  -0.305  0.21
N  -1.139  -0.062  0.296  0.13
P  0.188  -0.834  -0.939  0.23
Br  0.322  -2.811  -0.043  -0.13
Br  -3.685  -1.564  -1.437  -0.21
H  1.863  0.916  -2.017  0.43
H  2.663  1.584  -0.756  0.42
H  3.266  0.122  -1.415  0.35
H  1.829  0.951  1.439  0.34
H  1.399  -0.626  1.644  0.44
H  2.998  -0.211  0.932  0.41
H  -1.749  -1.687  1.387  0.27
H  -2.315  -0.046  1.852  0.26
H  -4.470  -2.350  -2.190  0.25
H  -0.145  1.665  0.197  0.28
H  -1.784  1.694  -0.718  0.29
H  -1.887  1.873  0.969  0.36

=====

No. 9
Formula: C4H12ClN2Si
Source: OMol25
Level of theory: ωB97M-V with the def2-TZVPD basis set

Properties
HOMO energy: -0.501 Ha
SMILES: C/N=C(\Cl)[C@@H]([SiH3])[NH2+]C
ΔE to the lowest compared entry with this formula, charge and spin: 1.377 eV
Charge: +1
HOMO-LUMO gap: 10.44 eV

Last column: Mulliken charge in e.
Cartesian coordinates (Å):
C  1.419  -0.124  0.175  0.14
C  2.874  -1.482  -0.979  -0.79
C  -2.430  -0.042  0.043  -0.73
C  0.073  0.490  0.254  -0.29
N  1.566  -1.053  -0.645  -0.38
N  -1.027  -0.326  -0.340  -0.12
Si  0.221  2.401  -0.404  0.45
Cl  2.710  0.321  1.238  -0.12
H  3.492  -0.677  -1.380  0.31
H  2.883  -2.479  -1.650  0.25
H  3.322  -1.821  0.078  0.31
H  -2.647  1.013  -0.317  0.28
H  -3.263  -0.715  -0.382  0.32
H  -2.494  -0.002  1.153  0.32
H  -0.198  0.561  1.492  0.36
H  -0.814  -1.300  -0.008  0.41
H  -0.942  -0.304  -1.356  0.41
H  0.783  3.146  0.734  -0.02
H  -1.203  2.679  -0.879  -0.09
H  1.069  2.159  -1.639  -0.02

=====

No. 10
Formula: C4H12CsO2
Source: OMol25
Level of theory: ωB97M-V with the def2-TZVPD basis set

Properties
HOMO energy: -0.524 Ha
ΔE to the lowest compared entry with this formula, charge and spin: 3.730 eV
Charge: +1
HOMO-LUMO gap: 11.03 eV

Last column: Mulliken charge in e.
Cartesian coordinates (Å):
Cs  -4.200  -17.157  11.884  0.95
C  -3.529  -16.561  16.093  -1.11
C  -2.494  -16.900  15.102  -0.30
O  -3.085  -16.898  13.799  -0.67
H  -2.988  -16.261  16.991  0.33
H  -4.056  -17.474  16.369  0.29
H  -4.258  -15.808  15.792  0.31
H  -2.094  -17.892  15.310  0.30
H  -1.689  -16.173  14.996  0.34
H  -2.522  -17.268  13.115  0.50
C  -7.231  -16.221  11.533  -1.42
C  -6.442  -15.290  10.642  0.00
O  -5.094  -15.210  11.137  -0.62
H  -8.282  -16.028  11.321  0.34
H  -7.188  -15.810  12.542  0.36
H  -7.063  -17.291  11.408  0.41
H  -6.841  -14.277  10.601  0.34
H  -6.719  -15.567  9.625  0.33
H  -4.598  -14.615  10.570  0.29

=====

No. 11
Formula: C4H12F2O4Zn
Source: OMol25
Level of theory: ωB97M-V with the def2-TZVPD basis set

Properties
HOMO energy (alpha / beta): -0.552 / -0.549 Ha
⟨S²⟩: 0.77
Multiplicity: 2
ΔE to the lowest compared entry with this formula, charge and spin: 0.000 eV
Charge: +1
HOMO-LUMO gap (alpha / beta): 11.93 / 6.33 eV

Last column: Mulliken charge in e.
Cartesian coordinates (Å):
Zn  -0.758  0.821  0.003  0.94
F  -1.643  1.918  1.371  -0.41
F  -1.476  1.961  -1.449  -0.30
C  -0.220  -1.704  -1.430  -0.49
C  -1.741  -1.779  -1.065  -0.35
O  -2.095  -0.879  -0.024  -0.49
O  0.167  -0.353  -1.608  -0.34
H  0.026  -2.169  -2.384  0.47
H  0.437  -2.203  -0.718  0.22
H  -1.987  -2.811  -0.819  0.39
H  -2.326  -1.573  -1.961  0.33
H  -2.967  -1.122  0.296  0.30
H  0.616  -0.197  -2.442  0.28
C  1.594  1.859  1.122  -0.43
C  1.485  0.438  1.659  -0.54
O  0.242  -0.209  1.506  -0.34
O  1.078  1.766  -0.171  -0.33
H  2.650  2.127  1.126  0.44
H  0.962  2.554  1.674  0.28
H  1.927  0.439  2.655  0.48
H  2.123  -0.277  1.139  0.29
H  0.187  -0.770  2.283  0.30
H  1.720  2.162  -0.765  0.29

=====

no.,E_tot (eV)
1,-4330.3387
2,-4330.5177
3,-4330.5014
4,-95215.9068
5,-73862.8599
6,-31744.0959
7,-27223.6865
8,-156689.1835
9,-27714.0445
10,-8976.6783
11,-66376.0132